# 1
C31H18AsF5N2O6PdS | ωB97M-V/def2-TZVPD

Last column: natural (NBO) charge in e.
Atoms and positions in Å:
1 Pd -0.838 0.022 0.352  0.5615
2 S -1.845 1.686 1.715  -0.2680
3 C -0.972 2.973 2.598  -0.1711
4 C -1.588 3.941 3.394  -0.2335
5 C -0.795 4.902 4.038  -0.1971
6 C 0.600 4.884 3.880  -0.2794
7 C 1.203 3.906 3.078  -0.2204
8 C 0.394 2.957 2.444  -0.3291
9 As 0.952 1.514 1.295  1.0793
10 C 2.053 2.423 -0.058  -0.3458
11 C 2.707 1.642 -1.023  -0.2017
12 C 3.459 2.242 -2.036  -0.1936
13 C 3.561 3.633 -2.099  -0.2238
14 C 2.905 4.422 -1.151  -0.2395
15 C 2.150 3.823 -0.137  -0.1651
16 C 2.307 0.583 2.375  -0.2265
17 C 3.001 -0.490 1.796  -0.2409
18 C 3.937 -1.216 2.537  -0.1989
19 C 4.184 -0.880 3.869  -0.2289
20 C 3.491 0.178 4.461  -0.2185
21 C 2.552 0.905 3.721  -0.2516
22 H -2.664 3.952 3.514  0.2172
23 H -1.258 5.658 4.658  0.1991
24 H 1.211 5.626 4.378  0.1988
25 H 2.278 3.887 2.952  0.2131
26 H 2.625 0.565 -1.004  0.2359
27 H 3.957 1.629 -2.776  0.2141
28 H 4.139 4.098 -2.887  0.2010
29 H 2.974 5.501 -1.208  0.2001
30 H 1.638 4.460 0.564  0.2087
31 H 2.810 -0.779 0.774  0.2290
32 H 4.464 -2.044 2.080  0.2090
33 H 4.905 -1.447 4.445  0.2006
34 H 3.674 0.430 5.497  0.2016
35 H 2.018 1.701 4.212  0.2207
36 F -2.698 -1.812 2.119  -0.3156
37 C -3.465 -1.179 1.222  0.2961
38 C -2.873 -0.303 0.317  -0.2941
39 C -3.678 0.349 -0.611  0.2827
40 F -3.117 1.194 -1.486  -0.3141
41 C -5.052 0.132 -0.637  0.2876
42 F -5.814 0.768 -1.538  -0.3205
43 C -5.632 -0.744 0.270  0.2294
44 F -6.955 -0.955 0.248  -0.3119
45 C -4.838 -1.401 1.201  0.2504
46 F -5.394 -2.248 2.079  -0.3129
47 O 0.456 -0.810 -2.177  -0.6888
48 C -0.458 -1.604 -1.802  0.7573
49 O -1.175 -1.498 -0.762  -0.6653
50 C -0.720 -2.805 -2.688  -0.0678
51 C -1.716 -3.740 -2.350  -0.2787
52 C -1.954 -4.847 -3.172  -0.0030
53 C -1.208 -5.044 -4.342  -0.1852
54 C -0.216 -4.114 -4.679  -0.0055
55 C 0.030 -3.003 -3.863  -0.2027
56 N 0.572 -4.312 -5.903  0.4149
57 O 1.444 -3.479 -6.184  -0.5671
58 O 0.316 -5.311 -6.592  -0.5833
59 N -2.996 -5.817 -2.810  0.5230
60 O -3.169 -6.782 -3.571  -0.4199
61 O -3.646 -5.626 -1.773  -0.4042
62 H -2.292 -3.577 -1.438  0.2481
63 H -1.396 -5.906 -4.978  0.2624
64 H 0.800 -2.273 -4.117  0.2601
65 H 0.649 -0.541 -0.228  -0.0278

total charge	-2
HOMO level (spin up / spin down)	0.092 / -3.222	eV
2S+1	3
electronic energy	-136437.9833	eV
HOMO-LUMO gap (spin up / spin down)	3.8 / 7.1	eV

***

# 2
C3H7NO2 | ωB97M-V/def2-TZVPD

Last column: natural (NBO) charge in e.
Atoms and positions in Å:
1 C 1.547 -0.268 -0.118  -0.6343
2 C 0.080 0.024 -0.225  0.1095
3 C -0.718 -0.213 1.052  -0.1215
4 O -0.952 -1.573 0.724  -0.6771
5 N -0.364 0.619 -1.280  -0.1273
6 O -1.303 1.556 -0.896  -0.5656
7 H 2.037 -0.412 -1.081  0.2345
8 H 1.946 0.657 0.329  0.2318
9 H 1.764 -1.099 0.552  0.2281
10 H -1.635 0.380 1.126  0.1960
11 H -0.104 -0.049 1.948  0.1753
12 H -0.604 -1.403 -0.327  0.4718
13 H -1.641 1.906 -1.727  0.4787

HOMO level	-9.427	eV
ΔE to the lowest compared entry with this formula, charge and spin	107.9	kcal/mol
electronic energy	-8805.8517	eV
HOMO-LUMO gap	10.2	eV

***

# 3
C4H12N2O | ωB97M-V/def2-TZVPD

Last column: natural (NBO) charge in e.
Atoms and positions in Å:
1 N -1.996 -0.673 1.844  -0.8188
2 C -1.374 0.178 0.870  -0.2184
3 C 0.044 -0.227 0.305  -0.0589
4 N 0.088 -1.666 -0.175  -0.8739
5 C 0.317 0.698 -0.912  -0.4410
6 C 1.788 1.073 -1.185  -0.0694
7 O 2.648 -0.088 -1.391  -0.7306
8 H -2.898 -0.229 2.123  0.3586
9 H -1.470 -0.551 2.735  0.3450
10 H -1.307 1.318 1.192  0.1461
11 H -2.007 0.238 0.017  0.1820
12 H 0.823 -0.144 1.061  0.1945
13 H -0.708 -1.997 -0.722  0.3696
14 H 0.273 -2.298 0.584  0.3690
15 H -0.110 0.297 -1.881  0.2137
16 H -0.152 1.602 -0.643  0.2119
17 H 2.258 1.737 -0.456  0.1712
18 H 1.747 1.488 -2.213  0.1738
19 H 2.035 -0.755 -1.151  0.4756

HOMO level	-9.285	eV
ΔE to the lowest compared entry with this formula, charge and spin	42.9	kcal/mol
electronic energy	-9369.3315	eV
HOMO-LUMO gap	10.1	eV

***

# 4
C6H15AlBClKNO3S | ωB97M-V/def2-TZVPD

Last column: Mulliken charge in e.
Atoms and positions in Å:
1 C 3.386 -1.914 0.322  -1.5601
2 C 3.045 -0.918 -0.844  0.7073
3 O 3.127 -1.337 -1.955  -0.4426
4 O 2.719 0.405 -0.629  -0.4497
5 C 1.670 0.484 0.399  -0.1475
6 C 0.984 1.813 0.396  -0.9618
7 C 0.272 2.045 -0.928  -0.6823
8 C -1.204 1.621 -0.897  -0.9421
9 Al -1.738 -0.148 -0.077  0.2798
10 S -0.840 -1.786 -1.409  -0.4210
11 Cl -0.985 -0.431 2.041  -0.4496
12 B -3.886 -0.374 0.059  0.4053
13 N -4.595 -0.171 1.327  -0.6894
14 O -4.651 -0.735 -1.034  -0.5695
15 H 3.384 -2.909 -0.091  0.3275
16 H 2.681 -1.875 1.140  0.5189
17 H 4.368 -1.704 0.745  0.5606
18 H 0.986 -0.323 0.181  0.0066
19 H 2.101 0.328 1.381  0.4813
20 H 0.301 1.863 1.232  0.3880
21 H 1.740 2.585 0.562  0.4333
22 H 0.790 1.498 -1.708  0.3013
23 H 0.374 3.096 -1.196  0.3492
24 H -1.832 2.391 -0.458  0.3707
25 H -1.519 1.543 -1.936  0.4196
26 H -1.129 -2.892 -0.731  0.0616
27 H -4.907 -1.013 1.798  0.2131
28 H -3.965 0.280 1.975  0.2159
29 H -5.268 -1.449 -0.840  0.2539
30 K 4.591 0.028 1.177  1.0218

HOMO level	-6.598	eV
electronic energy	-61056.5724	eV
HOMO-LUMO gap	4.8	eV

***

| no. | molecular weight (g mol⁻¹) |
| --- | --- |
| 1 | 822.892 |
| 2 | 89.094 |
| 3 | 104.153 |
| 4 | 293.602 |